# C36H41AsBrN4O3PSTi

A structure of composition C36H41AsBrN4O3PSTi (ωB97M-V/def2-TZVPD, the Open Molecules 2025 dataset).

- net charge = +2
- energy relative to the best compared isomer or geometry (same formula, charge and spin) (eV) = 0.4014
- LUMO level (Ha) = -0.248
- E (eV) = -224213.063
- spin multiplicity = 1
- Kohn-Sham gap (eV) = 6.708

Cartesian coordinates (Å):
Br1 -0.39 -2.77 -0.96
As1 2.49 0.28 0.25
Ti1 -0.12 0.36 0.55
S1 0.49 -1.16 2.24
P1 -1.01 1.01 -2.68
O1 -1.29 1.36 1.52
O2 -3.29 1.47 2.58
O3 -0.43 0.60 -1.28
N1 -1.17 2.61 -2.58
N2 -2.36 0.13 -2.94
N3 -0.01 0.65 -3.89
N4 -1.73 -0.99 0.66
C1 -3.59 -1.43 2.09
C2 1.74 4.93 0.40
C3 -3.43 0.15 -1.90
C4 -2.49 0.84 1.98
C5 4.61 0.05 3.85
C6 -4.74 0.46 -2.65
C7 -4.31 0.90 -4.05
C8 3.64 -0.49 4.69
C9 -3.01 0.14 -4.28
C10 3.06 -0.07 2.03
C11 6.04 0.20 -1.92
C12 -0.88 4.84 -3.28
C13 2.29 2.20 0.26
C14 2.38 -0.83 4.21
C15 -1.30 4.84 -1.81
C16 3.83 -1.45 -1.57
C17 -1.02 3.42 -1.34
C18 4.99 0.63 -1.12
C19 0.11 -0.72 -4.48
C20 -1.73 -2.26 0.24
C21 1.32 4.09 1.41
C22 2.66 3.04 -0.79
C23 4.89 -1.87 -2.36
C24 -1.37 3.48 -3.77
C25 2.09 -0.63 2.86
C26 -3.60 -2.75 1.64
C27 -2.67 -3.17 0.70
C28 -2.64 -0.59 1.56
C29 2.40 4.40 -0.71
C30 1.54 -0.80 -5.01
C31 3.89 -0.21 -0.95
C32 4.32 0.27 2.51
C33 1.98 0.65 -5.14
C34 5.99 -1.04 -2.53
C35 1.32 1.32 -3.95
C36 1.60 2.73 1.35
H1 2.73 5.06 -1.51
H2 -3.20 -0.89 -4.58
H3 -1.72 3.09 -0.57
H4 -2.42 3.52 -4.04
H5 -4.13 1.97 -4.08
H6 1.19 2.40 -4.06
H7 4.87 -2.84 -2.83
H8 2.98 -2.11 -1.42
H9 1.33 2.11 2.21
H10 -3.47 -0.82 -1.41
H11 0.21 4.90 -3.37
H12 1.88 1.13 -3.03
H13 -0.75 5.57 -1.21
H14 6.90 0.84 -2.05
H15 3.17 2.65 -1.66
H16 -2.37 0.60 -5.02
H17 5.04 1.60 -0.64
H18 6.82 -1.37 -3.14
H19 -0.81 3.10 -4.62
H20 3.86 -0.65 5.73
H21 0.79 4.49 2.27
H22 5.07 0.69 1.86
H23 -0.10 -1.48 -3.72
H24 -4.29 -1.06 2.83
H25 -2.65 -4.19 0.34
H26 3.07 0.77 -5.12
H27 -1.32 5.65 -3.85
H28 -5.05 0.67 -4.81
H29 1.56 5.99 0.46
H30 -3.21 0.91 -1.15
H31 5.58 0.31 4.24
H32 -0.63 -0.84 -5.27
H33 1.58 -1.33 -5.96
H34 -4.32 -3.45 2.03
H35 -2.36 5.07 -1.73
H36 -5.32 1.22 -2.14
H37 -5.35 -0.44 -2.70
H38 1.61 1.09 -6.07
H39 1.64 -1.25 4.87
H40 0.00 3.32 -0.96
H41 2.18 -1.33 -4.31

***

# C36H41BrIN6O2PTi

A structure of composition C36H41BrIN6O2PTi in a non-equilibrium geometry (ωB97M-V/def2-TZVPD, the Open Molecules 2025 dataset).

- net charge = 0
- LUMO level (alpha / beta) (Ha) = 0.012 / 0.012
- E (eV) = -161584.056
- spin multiplicity = 3
- Kohn-Sham gap (alpha / beta) (eV) = 4.934 / 7.706

Cartesian coordinates (Å):
I1 -0.90 -2.88 4.43
Br1 3.87 -3.84 -1.69
Ti1 0.09 -0.64 1.63
P1 -0.49 1.32 -1.29
O1 -0.39 0.86 0.13
O2 1.27 -0.97 3.02
N1 -0.06 2.90 -1.35
N2 -0.99 0.50 2.92
N3 1.61 -1.10 0.42
N4 -1.34 1.94 4.51
N5 -2.01 1.24 -1.86
N6 0.48 0.46 -2.27
C1 -4.35 1.24 -1.84
C2 2.95 -0.43 4.57
C3 -2.09 -4.13 -0.75
C4 -1.42 -4.53 0.44
C5 1.69 -0.21 4.01
C6 -0.75 -4.07 2.71
C7 -0.64 -6.32 1.87
C8 -3.89 1.29 -3.30
C9 -2.42 0.85 -3.23
C10 4.11 -1.08 -0.95
C11 -1.25 -2.15 1.13
C12 1.60 4.62 -1.51
C13 1.49 -1.34 -3.37
C14 -1.13 -5.90 0.67
C15 2.12 -2.25 -0.17
C16 -3.14 1.81 -1.11
C17 2.45 0.01 0.41
C18 0.89 0.82 4.53
C19 1.37 1.59 5.59
C20 0.82 4.53 -2.83
C21 -2.27 1.01 2.79
C22 -1.13 -3.56 1.43
C23 -0.47 3.83 -2.42
C24 0.39 -1.01 -2.37
C25 1.15 1.03 -3.46
C26 -2.51 1.90 3.77
C27 -0.45 1.08 3.98
C28 1.25 3.31 -0.77
C29 2.62 1.37 6.13
C30 3.41 0.35 5.61
C31 1.38 -0.19 -4.36
C32 -0.49 -5.40 2.93
C33 3.64 0.05 -0.24
C34 -1.98 -1.84 0.00
C35 3.30 -2.23 -0.85
C36 -2.44 -2.83 -0.92
H1 1.25 5.48 -0.93
H2 2.10 0.88 0.96
H3 -3.97 2.31 -3.68
H4 0.64 5.51 -3.27
H5 2.97 1.98 6.95
H6 -4.47 0.64 -3.96
H7 -3.15 2.91 -1.18
H8 -1.81 1.32 -4.00
H9 0.56 1.80 -3.95
H10 1.35 -2.33 -3.82
H11 2.11 1.47 -3.18
H12 -0.97 3.32 -3.23
H13 -2.94 0.65 2.02
H14 4.23 0.96 -0.21
H15 1.16 3.46 0.30
H16 -0.22 -5.75 3.91
H17 -2.21 -0.80 -0.23
H18 -3.08 1.55 -0.06
H19 1.37 3.92 -3.55
H20 5.04 -1.09 -1.49
H21 -0.41 -7.37 2.03
H22 -4.51 0.20 -1.53
H23 -1.20 2.46 5.36
H24 -2.34 -0.23 -3.36
H25 -2.35 -4.88 -1.49
H26 0.52 -1.48 -1.40
H27 -1.17 4.57 -2.01
H28 2.67 4.72 -1.65
H29 2.27 -0.06 -4.98
H30 2.01 2.54 -0.94
H31 -1.34 -6.62 -0.12
H32 -0.58 -1.33 -2.77
H33 0.52 -0.34 -5.02
H34 0.76 2.39 6.01
H35 -5.26 1.80 -1.66
H36 2.46 -1.32 -2.87
H37 -3.03 -2.53 -1.78
H38 -3.37 2.50 4.02
H39 4.39 0.16 6.02
H40 1.52 -3.14 -0.10
H41 3.55 -1.23 4.15

***

# C36H41Cl5N3O4P2V

A structure of composition C36H41Cl5N3O4P2V in a non-equilibrium geometry (ωB97M-V/def2-TZVPD, the Open Molecules 2025 dataset).

- net charge = -1
- energy relative to the best compared isomer or geometry (same formula, charge and spin) (eV) = 0.0109
- LUMO level (alpha / beta) (Ha) = 0.087 / 0.087
- E (eV) = -157540.828
- spin multiplicity = 2
- Kohn-Sham gap (alpha / beta) (eV) = 6.292 / 5.666

Cartesian coordinates (Å):
V1 -0.53 -0.44 -0.86
Cl1 -5.34 -1.00 -5.24
Cl2 -5.13 1.12 -2.93
Cl3 -2.66 1.02 -0.98
Cl4 -3.13 -3.18 -5.52
Cl5 -0.77 -3.32 -3.55
P1 0.09 3.03 0.44
P2 -1.58 -1.68 0.85
O1 4.40 -2.22 -4.56
O2 0.11 0.86 -2.26
O3 3.33 -0.35 -5.11
O4 1.44 1.03 -4.07
N1 1.13 -1.48 -1.53
N2 2.80 -2.62 -2.34
N3 0.69 0.04 0.87
C1 1.02 0.45 -3.06
C2 -2.38 -3.35 0.73
C3 -3.02 -2.01 -4.26
C4 -0.17 -2.79 3.07
C5 0.91 -2.85 3.95
C6 3.54 -1.40 -4.36
C7 1.74 2.23 0.31
C8 1.08 5.79 -0.31
C9 3.08 0.22 0.35
C10 4.21 0.94 0.01
C11 0.22 4.56 -0.65
C12 1.86 -0.92 2.83
C13 -4.01 -1.04 -4.14
C14 1.84 -3.54 -0.24
C15 -3.56 -1.70 2.97
C16 -1.43 -4.41 0.16
C17 -2.32 0.43 2.55
C18 2.64 -1.56 -3.19
C19 0.96 2.85 3.16
C20 0.53 4.07 -2.08
C21 2.90 2.93 -0.05
C22 -2.84 -0.17 -2.26
C23 0.80 -0.88 1.89
C24 1.82 0.84 0.53
C25 1.91 -1.89 3.82
C26 1.89 -2.55 -1.35
C27 -3.63 -3.24 -0.16
C28 -3.92 -0.10 -3.13
C29 4.13 2.31 -0.19
C30 -2.91 -0.83 1.90
C31 -1.95 -2.04 -3.35
C32 1.61 -0.86 -2.67
C33 -0.24 -1.84 2.06
C34 -1.82 -1.12 -2.31
C35 -0.07 5.06 2.56
C36 -0.04 3.57 2.26
H1 2.65 -0.19 2.76
H2 -1.03 -4.09 -0.81
H3 -4.24 -4.15 -0.08
H4 0.91 5.52 2.43
H5 1.03 -3.28 0.43
H6 -2.68 -3.66 1.72
H7 0.78 3.14 4.21
H8 2.84 3.99 -0.23
H9 0.96 -3.61 4.71
H10 5.16 0.42 -0.12
H11 -1.97 -5.36 0.00
H12 0.33 4.88 -2.80
H13 -3.34 -3.12 -1.20
H14 1.99 3.10 2.91
H15 -0.83 4.88 -0.66
H16 3.49 -3.33 -2.49
H17 0.55 6.50 0.32
H18 -0.07 3.21 -2.36
H19 2.75 -1.90 4.50
H20 -0.60 -4.61 0.83
H21 -4.26 -2.39 0.11
H22 0.85 1.76 3.10
H23 2.77 -3.52 0.33
H24 -3.67 -0.51 1.19
H25 -1.03 3.18 2.52
H26 1.33 6.32 -1.24
H27 -4.19 -2.49 2.56
H28 -3.13 1.10 2.89
H29 2.57 0.24 -4.74
H30 2.02 5.55 0.19
H31 1.68 -4.55 -0.62
H32 -0.79 5.59 1.95
H33 1.57 3.78 -2.18
H34 -1.71 0.16 3.42
H35 -2.80 -2.15 3.62
H36 -0.36 5.20 3.61
H37 -4.20 -1.07 3.61
H38 5.01 2.88 -0.46
H39 -0.97 -3.53 3.16
H40 3.14 -0.85 0.50
H41 -1.69 0.99 1.87

***

# C36H41ClHgN11O5SSe2Te2

A structure of composition C36H41ClHgN11O5SSe2Te2 (ωB97M-V/def2-TZVPD, the Open Molecules 2025 dataset).

- net charge = -2
- energy relative to the best compared isomer or geometry (same formula, charge and spin) (eV) = 1.3786
- LUMO level (alpha / beta) (Ha) = 0.120 / 0.120
- E (eV) = -237437.554
- spin multiplicity = 2
- Kohn-Sham gap (alpha / beta) (eV) = 3.742 / 4.965

Cartesian coordinates (Å):
Hg1 -2.44 0.18 -1.37
Te1 -3.16 4.85 -3.60
Te2 -6.53 3.70 -0.92
Se1 -3.26 2.39 -3.07
Se2 -4.69 2.04 -1.12
Cl1 2.64 -4.96 -0.77
S1 -2.20 -2.39 0.60
O1 -2.40 1.76 0.22
O2 -1.36 -1.99 -0.54
O3 -3.59 2.55 0.22
O4 -2.64 -3.77 0.63
O5 3.68 3.04 2.73
N1 -3.32 -1.33 0.66
N2 0.17 0.47 -4.00
N3 -1.48 -3.21 -4.17
N4 0.80 3.69 -0.75
N5 -0.08 1.67 -1.22
N6 -1.61 -0.90 -3.50
N7 -5.26 -0.30 1.23
N8 -4.00 -1.32 -2.34
N9 0.45 -3.96 -5.17
N10 0.35 -1.74 -4.57
N11 1.05 2.81 0.25
C1 4.19 -1.38 0.05
C2 3.99 -2.74 0.00
C3 0.86 -2.34 4.04
C4 0.10 2.96 -1.60
C5 1.83 3.14 1.42
C6 -6.13 0.19 2.10
C7 -1.25 -3.08 3.12
C8 3.58 1.00 -0.53
C9 3.35 2.94 1.32
C10 2.05 -2.38 -1.39
C11 4.14 4.06 0.57
C12 1.09 -1.63 2.86
C13 -4.17 -0.94 1.67
C14 -3.45 -2.34 -3.07
C15 -5.44 -3.67 -2.79
C16 3.34 -0.49 -0.61
C17 -1.03 -2.33 1.97
C18 0.50 1.63 -0.05
C19 -5.23 -1.48 -1.87
C20 3.67 1.48 0.93
C21 2.91 -3.23 -0.72
C22 -0.28 -2.93 -4.59
C23 3.67 5.43 1.06
C24 -6.00 0.07 3.48
C25 1.88 -2.34 5.14
C26 -6.01 -2.59 -2.08
C27 -2.15 -2.16 -3.60
C28 5.64 3.92 0.87
C29 -0.39 -0.77 -4.01
C30 -4.86 -0.59 3.94
C31 2.27 -1.01 -1.33
C32 0.15 -1.63 1.84
C33 -4.17 -3.55 -3.28
C34 -3.94 -1.09 3.04
C35 -0.32 -3.07 4.14
C36 3.98 4.05 -0.96
H1 -0.46 1.24 -3.82
H2 1.19 -2.77 -1.92
H3 0.91 0.62 -4.67
H4 0.35 -1.12 0.91
H5 6.19 4.64 0.26
H6 0.52 0.79 0.63
H7 -7.00 -2.65 -1.65
H8 -0.32 3.39 -2.50
H9 3.60 5.47 2.15
H10 4.37 5.00 -1.34
H11 -2.15 -3.69 3.20
H12 4.51 1.23 -1.05
H13 1.54 -2.93 6.00
H14 -3.69 -4.35 -3.82
H15 4.61 2.84 2.83
H16 2.83 -2.76 4.80
H17 2.02 -1.09 2.73
H18 5.88 4.14 1.91
H19 1.59 4.15 1.72
H20 -6.97 0.74 1.68
H21 -0.50 -3.66 5.04
H22 -5.99 -4.58 -2.95
H23 2.08 -1.33 5.49
H24 4.55 3.26 -1.44
H25 -6.73 0.49 4.15
H26 3.01 0.87 1.54
H27 -5.61 -0.67 -1.25
H28 2.94 3.98 -1.27
H29 -4.68 -0.69 5.00
H30 1.49 2.47 2.21
H31 5.04 -1.00 0.62
H32 6.02 2.93 0.61
H33 4.68 1.26 1.30
H34 1.45 -3.82 -5.11
H35 0.13 -4.87 -4.88
H36 1.59 -0.35 -1.85
H37 2.79 1.51 -1.07
H38 -3.03 -1.54 3.41
H39 4.65 -3.43 0.51
H40 4.39 6.20 0.75
H41 2.70 5.70 0.64